2 unconnected molecules or ions with the total composition C9H7BrClN3S at a distorted geometry. Source: OMol25; level of theory: ωB97M-V/def2-TZVPD.

The highest occupied orbital energy (alpha / beta) comes out at -8.39 / -8.39 eV. The value obtained for the total energy is -107312.2178 eV. The calculation puts the gap between HOMO and LUMO (alpha / beta) at 7.727 / 7.729 eV. The calculation puts the relative energy (zero: lowest compared OMol25 entry of this formula, charge and spin) at 0.0101 eV.

Bonds (Å) are listed after each position.
Element x y z (Å)
1 C 0.4994 3.4215 1.4522  N10 1.154, N11 1.306
2 C -0.2052 -2.7477 -0.9973  C3 1.363, C4 1.393, H16 1.041
3 C -0.2308 -1.4905 -1.5232  C2 1.363, C6 1.430, H17 1.094
4 C -1.2534 -3.2052 -0.2017  C2 1.393, C7 1.424, H18 1.138
5 C -2.0483 -0.8995 0.0293  C6 1.437, C7 1.421, H19 1.023
6 C -1.0876 -0.4941 -0.9588  C3 1.430, C5 1.437, N12 1.360
7 C -2.1390 -2.2680 0.4015  C4 1.424, C5 1.421, Cl14 1.730
8 C 0.5010 1.6038 -0.0787  N11 1.207, S13 1.700
9 C 3.0663 1.7265 0.7136  S13 1.856, H20 1.107, H21 1.151, H22 1.169
10 N 0.6787 4.3768 2.0749  C1 1.154
11 N 0.1056 2.5398 0.5727  C1 1.306, C8 1.207
12 N -0.9757 0.8219 -1.2828  C6 1.360, Br15 1.822
13 S 1.9639 0.8407 -0.4879  C8 1.700, C9 1.856
14 Cl -3.3049 -2.8261 1.5507  C7 1.730
15 Br -2.3314 1.9639 -0.8595  N12 1.822
16 H 0.4760 -3.3840 -1.4614  C2 1.041
17 H 0.4590 -1.0981 -2.2755  C3 1.094
18 H -1.3058 -4.3093 0.0678  C4 1.138
19 H -2.7229 -0.2950 0.5048  C5 1.023
20 H 3.7199 1.0231 1.2647  C9 1.107
21 H 2.4189 2.2951 1.4766  C9 1.151
22 H 3.7162 2.4046 0.0182  C9 1.169